{
  "formula": "C47H53Cl2KN11O3S",
  "method": "wB97M-V/def2-TZVPD",
  "symbols": ["K", "Cl", "C", "C", "C", "N", "C", "O", "C", "C", "C", "C", "C", "N", "C", "C", "C", "Cl", "N", "C", "O", "C", "C", "C", "C", "C", "N", "H", "H", "H", "H", "H", "H", "H", "H", "H", "H", "C", "N", "C", "C", "N", "C", "C", "C", "C", "C", "C", "N", "C", "N", "C", "C", "N", "C", "C", "N", "C", "C", "H", "H", "H", "H", "H", "H", "H", "H", "H", "H", "H", "H", "H", "H", "H", "H", "H", "H", "H", "H", "H", "H", "H", "H", "H", "H", "H", "H", "N", "S", "C", "C", "C", "C", "C", "C", "C", "C", "C", "C", "C", "C", "H", "H", "H", "H", "H", "H", "H", "H", "H", "H", "H", "C", "O", "H", "H", "H", "H"],
  "xyz": [[-0.84, -0.89, -0.21], [-3.75, 0.78, 6.22], [-3.49, 0.74, 4.49], [-2.81, -0.33, 3.94], [-2.54, -0.42, 2.57], [-1.89, -1.49, 1.97], [-1.05, -2.24, 2.66], [-0.60, -2.09, 3.82], [-0.51, -3.44, 1.90], [0.08, -4.45, 2.65], [0.63, -5.54, 2.00], [0.60, -5.58, 0.61], [-0.01, -4.52, -0.05], [-0.56, -3.48, 0.56], [-3.03, 0.63, 1.73], [-3.71, 1.70, 2.32], [-3.94, 1.76, 3.68], [-4.74, 3.16, 4.34], [-2.70, 0.71, 0.38], [-3.66, 0.86, -0.51], [-4.88, 0.61, -0.41], [-3.20, 1.44, -1.83], [-4.13, 2.19, -2.55], [-3.76, 2.78, -3.74], [-2.46, 2.58, -4.20], [-1.60, 1.82, -3.43], [-1.95, 1.26, -2.27], [-2.47, -1.13, 4.58], [0.10, -4.34, 3.72], [1.08, -6.35, 2.56], [1.03, -6.40, 0.06], [-0.03, -4.50, -1.14], [-4.06, 2.50, 1.69], [-5.13, 2.29, -2.14], [-4.46, 3.38, -4.31], [-2.12, 3.03, -5.13], [-0.58, 1.67, -3.74], [3.60, 0.07, -2.65], [3.75, -0.18, -1.24], [5.12, -0.35, -0.80], [2.71, -0.76, -0.51], [1.74, -1.46, -1.01], [1.90, -2.32, -2.09], [3.08, -3.04, -2.28], [3.23, -3.98, -3.29], [2.17, -4.25, -4.13], [0.98, -3.57, -3.95], [0.81, -2.60, -2.95], [-0.45, -2.04, -2.71], [-1.29, -1.75, -3.65], [-0.95, -1.28, -4.92], [-1.51, -1.90, -6.10], [0.34, -0.66, -5.13], [-2.63, -1.85, -3.42], [-3.61, -1.01, -4.09], [-3.12, -2.45, -2.18], [2.76, -0.48, 0.82], [1.93, -1.22, 1.76], [3.26, 0.78, 1.34], [3.93, -0.77, -3.27], [4.19, 0.95, -2.92], [2.55, 0.27, -2.88], [5.66, -1.00, -1.50], [5.13, -0.82, 0.19], [5.65, 0.61, -0.75], [3.90, -2.87, -1.58], [4.17, -4.52, -3.39], [2.25, -4.99, -4.91], [0.12, -3.80, -4.57], [-2.40, -2.47, -5.85], [-0.78, -2.57, -6.57], [-1.78, -1.13, -6.84], [0.68, -0.20, -4.21], [0.23, 0.11, -5.90], [1.10, -1.38, -5.46], [-3.13, -0.33, -4.78], [-4.16, -0.43, -3.34], [-4.34, -1.62, -4.64], [-2.33, -3.00, -1.70], [-3.95, -3.12, -2.42], [-3.48, -1.67, -1.50], [1.57, -2.13, 1.30], [1.08, -0.62, 2.10], [2.52, -1.48, 2.65], [4.07, 0.60, 2.05], [2.44, 1.28, 1.87], [3.61, 1.41, 0.54], [0.08, 1.48, 2.11], [-0.33, 2.21, 3.43], [0.35, 3.90, 3.30], [0.07, 4.84, 4.28], [0.58, 6.12, 4.15], [1.35, 6.45, 3.05], [1.60, 5.51, 2.06], [1.09, 4.23, 2.18], [0.90, 1.58, 4.61], [2.20, 2.05, 4.70], [3.13, 1.34, 5.46], [2.76, 0.17, 6.10], [1.45, -0.28, 6.03], [0.52, 0.42, 5.28], [-0.77, 1.07, 1.70], [-0.53, 4.56, 5.14], [0.37, 6.87, 4.91], [1.76, 7.45, 2.96], [2.18, 5.78, 1.18], [1.22, 3.47, 1.41], [2.50, 2.95, 4.19], [4.15, 1.70, 5.52], [3.50, -0.39, 6.66], [1.15, -1.20, 6.52], [-0.50, 0.05, 5.19], [-1.14, 3.81, -0.49], [-0.08, 2.95, -0.87], [-1.78, 4.05, -1.35], [-0.71, 4.73, -0.11], [-1.76, 3.36, 0.29], [-0.47, 2.07, -0.97]],
  "gap_ev": 6.06,
  "total_charge": -1,
  "e_tot_ha": -4569.4363
}